# 1
The following is a quantum chemistry calculation of a structure of composition C33H57DyIN2O2Si at a distorted geometry, from OMol25.

CARTESIAN COORDINATES (ANGSTROEM)
O 1.268 -1.571 -0.899
O 0.880 -0.446 -3.078
C 2.600 -1.950 -0.517
C 2.690 -3.002 0.556
H 3.115 -1.023 -0.216
H 3.020 -2.263 -1.490
H 2.336 -2.656 1.547
H 3.726 -3.329 0.678
H 2.108 -3.885 0.281
C 0.175 -2.506 -0.680
C 0.215 -3.540 -1.768
H -0.735 -1.876 -0.711
H 0.186 -2.934 0.338
H 0.246 -2.999 -2.722
H -0.681 -4.163 -1.678
H 1.122 -4.158 -1.674
C -0.266 0.162 -3.760
C 1.934 -0.944 -3.969
C -1.464 -0.750 -3.686
H 0.047 0.359 -4.797
H -0.456 1.139 -3.267
H -1.284 -1.699 -4.205
H -2.301 -0.267 -4.187
H -1.761 -0.937 -2.651
C 1.404 -1.937 -4.960
H 2.706 -1.388 -3.310
H 2.380 -0.066 -4.463
H 0.911 -2.790 -4.487
H 2.243 -2.326 -5.527
H 0.727 -1.462 -5.678
H 1.064 0.026 -1.472
N -0.610 -0.521 3.067
C -1.383 0.061 4.016
C -2.155 1.234 3.846
C -2.461 1.891 2.642
C -1.495 -0.613 5.362
H -0.518 -1.017 5.660
H -2.213 -1.448 5.325
H -1.833 0.081 6.142
C -3.610 2.826 2.550
H -4.343 2.511 1.791
H -3.298 3.858 2.329
H -4.081 2.796 3.530
N -1.702 1.750 1.563
C -0.296 -1.930 3.198
C 0.944 -2.354 3.742
C 1.934 -1.368 4.286
C 1.212 -3.728 3.827
H 2.157 -4.076 4.237
C 0.269 -4.678 3.416
H 0.496 -5.738 3.472
C -0.982 -4.255 2.952
H -1.731 -4.992 2.684
C -1.274 -2.888 2.854
C -2.653 -2.465 2.456
C -1.962 2.333 0.281
C -1.360 3.569 -0.037
C -0.587 4.324 1.003
C -1.457 4.022 -1.349
H -0.978 4.972 -1.599
C -2.147 3.271 -2.306
H -2.222 3.639 -3.333
C -2.790 2.084 -1.949
H -3.377 1.511 -2.668
C -2.715 1.598 -0.651
C -3.370 0.301 -0.272
Dy 0.282 1.042 1.451
H 2.524 -0.863 3.505
H 2.658 -1.869 4.945
H 1.449 -0.584 4.883
H -2.646 -1.628 1.745
H -3.248 -2.159 3.331
H -3.193 -3.296 1.982
H -0.432 5.354 0.647
H 0.427 3.903 1.188
H -1.096 4.376 1.978
H -3.745 0.276 0.756
H -2.683 -0.555 -0.405
H -4.225 0.127 -0.944
H -2.685 1.618 4.701
C 1.146 1.143 -0.937
Si 2.208 2.319 -1.941
H 0.123 1.619 -0.892
H 1.839 1.211 -0.053
C 3.862 1.503 -2.280
C 2.622 3.917 -1.000
C 1.565 2.934 -3.596
H 2.143 3.789 -3.975
H 0.535 3.288 -3.518
H 1.582 2.203 -4.408
H 4.422 1.317 -1.356
H 4.492 2.145 -2.910
H 3.784 0.545 -2.802
H 2.912 3.693 0.036
H 1.777 4.618 -0.950
H 3.463 4.481 -1.440
I 2.573 2.153 2.644

The value obtained for the HOMO energy (alpha / beta) is -0.4100 / -0.4112 Ha. The total energy comes out at -82278.35704 eV. The charge is +1. The LUMO energy (alpha / beta) is -0.1592 / -0.0931 hartree. The multiplicity is 6. Its expectation value of S² is 9.21.

=====

# 2
The following is a quantum chemistry calculation of a cluster of 8 separate species, C33H57IN8O7S in total at a distorted geometry, from OMol25.

CARTESIAN COORDINATES (ANGSTROEM)
I 3.358 -0.869 0.807
C 2.912 1.222 0.428
C 3.974 2.108 -0.059
C 3.589 3.503 -0.332
C 2.239 3.979 -0.090
C 1.169 3.093 0.423
C 1.536 1.703 0.678
S 0.254 0.566 1.319
C -1.278 1.385 0.752
C -2.497 0.580 0.591
C -3.724 1.246 0.131
C -3.738 2.691 -0.145
C -2.510 3.445 0.052
C -1.247 2.817 0.490
N -0.115 3.707 0.653
H 5.021 1.760 -0.233
H 4.329 4.258 -0.699
H 1.986 5.047 -0.284
H -2.564 -0.512 0.804
H -4.667 0.661 -0.004
H -4.642 3.259 -0.496
H -2.544 4.550 -0.131
H -0.151 4.248 1.517
C -0.238 -5.086 -0.579
N -1.348 -4.339 -0.014
C -1.312 -3.183 0.694
C 0.032 -2.555 0.954
O -2.355 -2.680 1.102
H -0.386 -5.162 -1.655
H -0.245 -6.089 -0.150
H 0.719 -4.613 -0.378
H -2.282 -4.698 -0.147
H -0.103 -1.636 1.530
H 0.660 -3.238 1.530
H 0.518 -2.301 0.011
C 6.559 -0.787 3.308
N 6.614 0.642 3.086
C 7.454 1.553 3.654
C 8.469 1.048 4.646
O 7.367 2.735 3.353
H 6.726 -1.290 2.353
H 5.561 -1.041 3.673
H 7.304 -1.119 4.027
H 5.961 1.050 2.433
H 9.062 1.885 5.010
H 7.970 0.587 5.493
H 9.139 0.332 4.166
C -0.567 8.574 1.145
N -1.517 7.529 0.820
C -2.842 7.469 1.123
C -3.442 8.615 1.896
O -3.507 6.506 0.770
H -0.148 8.964 0.215
H 0.238 8.138 1.740
H -1.027 9.386 1.702
H -1.187 6.727 0.302
H -4.500 8.422 2.060
H -2.954 8.711 2.868
H -3.343 9.544 1.331
C -0.951 -7.364 -6.379
N -0.273 -6.906 -5.179
C -0.395 -7.377 -3.913
C -1.344 -8.522 -3.675
O 0.256 -6.871 -3.005
H -0.195 -7.682 -7.101
H -1.510 -6.529 -6.795
H -1.629 -8.187 -6.179
H 0.380 -6.141 -5.260
H -1.332 -8.784 -2.619
H -2.361 -8.232 -3.948
H -1.034 -9.395 -4.252
C 7.803 -3.731 7.176
N 7.859 -2.300 6.953
C 8.700 -1.390 7.516
C 9.720 -1.891 8.505
O 8.614 -0.208 7.216
H 7.966 -4.237 6.223
H 6.808 -3.985 7.546
H 8.549 -4.062 7.892
H 7.204 -1.891 6.303
H 10.313 -1.052 8.864
H 9.222 -2.354 9.359
H 10.390 -2.608 8.026
C -4.410 -2.792 -6.497
N -4.061 -4.199 -6.468
C -3.938 -5.059 -7.512
C -4.187 -4.525 -8.898
O -3.632 -6.228 -7.311
H -3.595 -2.223 -6.048
H -5.313 -2.646 -5.901
H -4.584 -2.436 -7.508
H -3.879 -4.628 -5.572
H -4.051 -5.327 -9.621
H -5.211 -4.155 -8.981
H -3.478 -3.728 -9.129
C -9.696 5.290 -0.664
N -9.138 4.080 -1.232
C -7.851 3.838 -1.604
C -6.845 4.944 -1.420
O -7.543 2.752 -2.071
H -10.129 5.050 0.309
H -10.489 5.650 -1.324
H -8.947 6.068 -0.543
H -9.753 3.295 -1.385
H -5.869 4.604 -1.760
H -7.131 5.816 -2.011
H -6.768 5.211 -0.364

The value obtained for the HOMO energy is -0.2766 Ha. The total energy comes out at -80335.12464 eV. Its SMILES is Ic1cccc2c1Sc1ccccc1N2.CNC(C)=O.CNC(C)=O.CNC(C)=O.CNC(C)=O.CNC(C)=O.CNC(C)=O.CNC(C)=O. The LUMO energy is 0.0081 hartree.